No. 1
92
Properties=species:S:1:pos:R:3 method="wB97M-V/def2-TZVPD" total_energy_ev=-181669.40152 largest_force_ev_per_a=1.6 homo_energy_ev=-9.7894
Zn 1.78419 -1.47991 3.18794
C -0.77025 -4.25007 5.04360
F -1.21434 -2.99726 5.31074
F 0.14895 -4.55922 5.96600
F -1.78079 -5.09674 5.10416
S -0.01824 -4.27122 3.38121
O 0.63324 -5.53672 3.27570
O -1.09376 -3.97941 2.48430
O 0.93856 -3.13549 3.46912
C -1.34416 0.41012 0.82885
F -1.76739 1.24440 -0.11122
F -1.44137 0.99058 2.01645
F -2.13187 -0.67062 0.79746
S 0.38378 -0.07676 0.45544
O 0.37783 -0.85078 -0.74015
O 1.06830 1.19093 0.40397
O 0.76844 -0.84464 1.64920
C -3.13947 3.45900 3.83368
O -3.53669 4.58707 3.09132
P -2.77964 5.00446 1.75554
O -3.28079 6.23110 1.15660
O -2.80429 3.70698 0.87082
C -4.02930 3.31795 0.23348
O -1.24981 5.02390 2.14832
C -0.79735 6.10359 2.97453
H -3.57270 3.50351 4.83003
H -2.05134 3.40192 3.90257
H -3.50255 2.53147 3.38104
H -3.90191 3.19844 -0.83693
H -4.86092 3.99783 0.42449
H -4.28361 2.36808 0.70849
H -1.64387 6.67256 3.36794
H -0.20547 6.76392 2.34838
H -0.25070 5.71002 3.82791
C -3.52557 -4.97988 -4.70578
O -2.86542 -4.58061 -3.51530
P -3.76842 -4.23113 -2.27136
O -4.85855 -5.16154 -2.00757
O -4.23821 -2.75206 -2.62188
C -4.66709 -1.91623 -1.54649
O -2.72368 -4.08124 -1.11269
C -1.47740 -3.42162 -1.32804
H -3.60866 -6.06988 -4.74273
H -2.89835 -4.71442 -5.55974
H -4.50833 -4.53884 -4.86046
H -4.66662 -2.44370 -0.59515
H -5.66673 -1.54356 -1.76193
H -3.99217 -1.06007 -1.50978
H -0.63284 -4.08133 -1.14425
H -1.35370 -2.58856 -0.63674
H -1.41810 -2.96183 -2.31508
C 1.00808 1.77075 -7.85786
O 0.83712 2.29743 -6.53552
P 0.39189 1.36028 -5.35728
O -0.81547 0.58467 -5.55359
O 1.63598 0.42751 -5.07201
C 2.91500 0.96483 -4.76230
O 0.39598 2.45500 -4.23560
C 0.42049 2.04590 -2.86635
H 0.75294 0.70862 -7.87920
H 2.03055 1.88961 -8.21064
H 0.32976 2.31049 -8.51472
H 3.63185 0.53700 -5.46624
H 3.21731 0.66342 -3.75854
H 2.96831 2.05201 -4.83217
H 0.64027 0.98444 -2.73090
H -0.57129 2.21217 -2.44430
H 1.14249 2.62680 -2.29833
C 5.80236 -1.67758 1.82122
O 5.12417 -2.42446 0.81306
C 3.87260 -2.75783 1.04282
O 3.21461 -2.35661 1.98331
O 3.44160 -3.57491 0.12770
C 2.02943 -3.92551 0.14571
H 6.13620 -2.31059 2.64696
H 5.16147 -0.92051 2.26767
H 6.65978 -1.25150 1.31422
H 1.43170 -3.07255 0.45441
H 1.88438 -4.73676 0.85545
H 1.81302 -4.21745 -0.87230
C 1.48095 2.41445 3.52537
O 2.84519 2.43679 3.14003
C 3.46355 1.29603 3.08538
O 2.97583 0.20156 3.28655
O 4.74767 1.39287 2.81977
C 5.36684 2.68958 2.69605
H 1.36545 2.13564 4.57760
H 0.87553 1.79176 2.88670
H 1.06481 3.41924 3.45048
H 6.31587 2.54281 2.20068
H 5.47768 3.11751 3.69037
H 4.73717 3.35456 2.11031

No. 2
69
Properties=species:S:1:pos:R:3 method="wB97M-V/def2-TZVPD" total_energy_ev=-58600.68892 largest_force_ev_per_a=3.5 homo_energy_ev=-8.7072
O -2.21306 -0.09641 4.19967
C -2.42340 -0.87227 3.36285
O -1.63613 -0.82204 2.24743
C -3.57050 -1.91922 3.44542
O -3.12020 -3.21995 3.84774
S -2.26195 -3.16367 5.29428
O -2.67730 -4.37191 5.94730
O -0.67687 -3.27968 4.88805
C -0.32750 -4.51506 4.21920
C -0.39818 -4.32074 2.67869
C -0.47897 -5.66455 1.90569
I -2.16273 -5.61840 0.52980
H -2.09255 -1.31218 1.54211
H -3.96071 -2.02109 2.41896
H -4.36581 -1.52525 4.08888
H 0.73288 -4.70057 4.45500
H -0.87609 -5.39389 4.58694
H -1.23518 -3.66863 2.41395
H 0.52368 -3.79660 2.38770
H -0.58390 -6.53441 2.56421
H 0.40366 -5.80319 1.27360
C 3.98452 1.52045 -1.74020
O 4.47270 1.32149 -0.42505
C 3.93013 2.21228 0.54349
C 2.91813 1.52166 1.44499
N 1.68935 1.19965 0.72853
C 0.80861 0.24233 1.40659
C 1.37389 -1.12141 1.80746
O 1.64597 -2.00578 0.72891
C 2.84181 -1.73974 0.01772
H 4.64357 0.98883 -2.42579
H 2.97469 1.11810 -1.86527
H 3.98738 2.58077 -2.01009
H 3.50595 3.10741 0.07691
H 4.76941 2.53512 1.16561
H 2.67847 2.18185 2.28476
H 3.40407 0.62560 1.84719
H 1.92311 0.82193 -0.17981
H -0.03228 0.06890 0.73477
H 0.40070 0.72458 2.29874
H 0.60110 -1.61743 2.39250
H 2.24472 -1.04169 2.46903
H 3.64601 -1.39973 0.67395
H 2.66007 -1.01364 -0.77661
H 3.16010 -2.66675 -0.46177
C -0.59997 3.51772 -0.76953
O -0.71343 4.25968 -1.97223
C 0.33636 4.02226 -2.90186
C -0.12324 3.16253 -4.06871
N -0.36758 1.78327 -3.65791
C -1.12863 0.97634 -4.61357
C -2.50381 1.46819 -5.07351
O -3.52059 1.41320 -4.08681
C -3.48451 2.45504 -3.12803
H -1.27519 3.95761 -0.03585
H -0.89277 2.47309 -0.91209
H 0.41633 3.55510 -0.37130
H 1.21990 3.59529 -2.41558
H 0.62161 5.00188 -3.29592
H 0.64858 3.17046 -4.84528
H -1.02266 3.63350 -4.48079
H -0.86597 1.78254 -2.77874
H -1.26964 -0.00318 -4.14941
H -0.50348 0.81670 -5.49880
H -2.83411 0.78598 -5.86136
H -2.46787 2.46165 -5.53510
H -3.18485 3.40988 -3.56550
H -2.82668 2.18889 -2.29839
H -4.48916 2.56729 -2.71777